This record from the Open Molecules 2025 dataset describes a cluster of 3 separate species, C9H24FNO6S in total. The level of theory is wB97M-V/def2-TZVPD.

Each line ends with the natural charge from an NBO analysis.
Positions of all 42 atoms, in Å:
O  -0.090  -0.639  3.282  -0.842
S  -1.315  -0.173  2.447  2.232
O  -2.375  -1.339  2.444  -0.803
F  -2.027  1.138  3.335  -0.477
N  -0.959  0.205  0.780  -0.593
C  -1.106  1.677  0.462  -0.275
C  -1.325  1.946  -1.174  -0.075
O  -2.516  1.246  -1.684  -0.737
C  0.379  -0.333  0.322  -0.261
C  0.517  -1.967  0.340  -0.459
C  -0.394  -2.755  -0.773  -0.100
O  -1.597  -2.036  -1.219  -0.733
H  -0.191  2.338  0.823  0.203
H  -2.109  2.090  0.960  0.239
H  -1.472  3.119  -1.328  0.192
H  -0.349  1.678  -1.797  0.187
H  -3.339  1.821  -1.648  0.485
H  1.183  0.075  1.104  0.223
H  0.728  0.110  -0.726  0.237
H  1.654  -2.204  0.063  0.225
H  0.381  -2.422  1.435  0.246
H  0.259  -3.075  -1.719  0.216
H  -0.711  -3.790  -0.270  0.185
H  -1.405  -1.385  -1.957  0.472
C  2.534  -4.002  -5.103  -0.633
C  2.888  -3.484  -3.724  -0.060
O  1.869  -3.832  -2.799  -0.729
H  1.579  -3.585  -5.437  0.214
H  3.309  -3.738  -5.829  0.214
H  2.419  -5.091  -5.090  0.199
H  2.981  -2.394  -3.736  0.176
H  3.836  -3.907  -3.377  0.159
H  1.800  -4.802  -2.789  0.469
C  -1.252  3.973  4.224  -0.634
C  0.043  4.273  3.499  -0.057
O  -0.017  5.566  2.915  -0.724
H  -2.101  4.024  3.534  0.209
H  -1.224  2.977  4.676  0.226
H  -1.436  4.712  5.011  0.196
H  0.212  3.545  2.700  0.164
H  0.895  4.236  4.185  0.159
H  -0.158  6.206  3.634  0.462

Computed properties:
- Net charge: 0
- Structure (SMILES): O=S(=O)(F)N(CCO)CCCO.CCO.CCO
- HOMO energy: -0.3547 Eh

This record from the Open Molecules 2025 dataset describes a cluster of 2 separate species, CHF3NOS in total. The level of theory is wB97M-V/def2-TZVPD.

Each line ends with the natural charge from an NBO analysis.
Positions of all 8 atoms, in Å:
C  0.865  -0.670  1.533  0.778
N  -1.883  0.964  -2.488  -0.187
O  -1.118  1.159  -3.422  -0.203
F  0.734  -1.903  2.020  -0.362
F  1.697  -0.069  2.471  -0.388
F  1.708  -0.813  0.439  -0.391
S  -0.608  0.098  1.084  -0.623
H  -1.396  1.233  -1.637  0.376

Computed properties:
- Spin multiplicity: 3
- Relative energy (zero: lowest compared OMol25 entry of this formula, charge and spin): 0.0 kJ/mol
- Net charge: -1
- HOMO energy (spin up / spin down): -0.1412 / -0.1410 Eh

This record from the Open Molecules 2025 dataset describes a structure of composition C28H69Cl2N4NaO9V. The level of theory is wB97M-V/def2-TZVPD.

Each line ends with the Löwdin charge.
Positions of all 114 atoms, in Å:
V  -1.216  3.281  -1.423  1.061
Na  -0.086  -0.121  -3.168  0.579
C  0.698  -0.558  0.212  -0.074
C  -0.396  0.483  0.224  -0.424
O  -0.562  1.244  -0.902  -0.368
H  1.665  -0.146  -0.076  0.032
H  0.306  -1.212  -0.568  0.048
H  0.703  -1.226  1.073  0.071
H  -0.227  1.171  1.053  0.100
H  -1.337  -0.017  0.453  0.100
Cl  4.765  -2.071  4.354  0.562
C  4.724  -0.295  4.463  -0.663
C  5.042  0.276  3.135  -0.609
Cl  3.881  -0.257  1.826  0.556
H  5.368  0.095  5.251  0.089
H  3.768  -0.121  4.957  0.070
H  6.101  0.089  2.959  0.088
H  4.980  1.364  3.140  0.073
C  3.434  2.072  -0.595  -0.052
O  3.331  3.514  -1.009  -0.194
C  3.077  3.626  -2.411  -0.184
C  1.531  3.522  -2.580  -0.203
N  0.731  4.392  -1.718  -0.103
C  0.712  5.759  -2.300  -0.156
C  0.198  6.846  -1.321  -0.194
O  0.842  6.871  -0.065  -0.219
C  2.276  7.168  -0.066  -0.033
H  4.332  1.604  -1.000  0.086
H  2.660  1.462  -1.062  0.055
H  3.510  1.958  0.486  0.036
H  3.726  3.040  -3.061  0.136
H  3.288  4.640  -2.751  0.114
H  1.257  2.470  -2.494  0.080
H  1.507  3.900  -3.602  0.125
H  1.325  4.534  -0.913  0.087
H  -0.010  5.782  -3.116  0.126
H  1.706  6.071  -2.620  0.120
H  -0.841  6.682  -1.036  0.119
H  0.341  7.843  -1.737  0.133
H  2.504  7.455  0.961  0.099
H  2.437  8.078  -0.643  0.096
H  2.847  6.318  -0.440  0.078
C  -2.748  -2.087  -4.213  -0.119
O  -1.698  -2.183  -3.342  -0.232
C  -0.854  -3.340  -3.524  -0.185
C  0.280  -3.316  -2.605  -0.242
N  1.270  -2.357  -2.972  -0.053
C  2.497  -2.524  -2.133  -0.151
C  3.598  -1.938  -3.041  -0.181
O  3.478  -2.557  -4.338  -0.219
C  4.429  -2.268  -5.309  -0.089
H  -2.282  -2.031  -5.197  0.093
H  -3.349  -1.180  -4.145  0.092
H  -3.267  -3.044  -4.153  0.107
H  -0.460  -3.394  -4.539  0.143
H  -1.444  -4.215  -3.252  0.143
H  0.693  -4.325  -2.627  0.142
H  -0.119  -3.175  -1.601  0.125
H  1.758  -2.649  -3.806  0.087
H  2.651  -3.570  -1.864  0.128
H  2.621  -2.004  -1.183  0.100
H  4.617  -2.076  -2.679  0.129
H  3.562  -0.850  -2.984  0.110
H  4.602  -1.192  -5.318  0.090
H  4.256  -2.710  -6.291  0.102
H  5.357  -2.700  -4.935  0.094
C  0.016  4.271  1.726  -0.012
O  -0.964  4.138  0.620  -0.286
C  -2.277  4.241  1.222  -0.169
C  -3.434  3.983  0.220  -0.146
N  -3.120  2.755  -0.529  -0.145
C  -4.233  2.498  -1.377  -0.196
C  -5.309  1.534  -0.703  -0.124
O  -4.633  0.392  -0.152  -0.165
C  -3.864  -0.373  -1.053  -0.110
H  -0.132  5.197  2.282  0.108
H  0.988  4.470  1.277  0.081
H  0.131  3.394  2.363  0.105
H  -2.347  5.193  1.748  0.135
H  -2.309  3.578  2.086  0.134
H  -3.710  4.930  -0.244  0.139
H  -4.265  3.753  0.887  0.140
H  -3.272  2.008  0.134  0.122
H  -3.831  1.970  -2.241  0.103
H  -4.720  3.410  -1.723  0.131
H  -5.974  1.259  -1.522  0.128
H  -5.927  1.934  0.101  0.134
H  -4.410  -0.913  -1.827  0.094
H  -3.350  -1.218  -0.596  0.097
H  -3.060  0.190  -1.527  0.057
C  -3.103  -6.504  7.118  -0.105
O  -2.550  -5.934  5.961  -0.166
C  -3.317  -6.198  4.879  -0.292
C  -2.654  -5.674  3.620  -0.194
N  -2.473  -4.204  3.736  -0.032
C  -2.176  -3.635  2.411  -0.205
C  -0.720  -3.755  1.957  -0.249
O  0.074  -3.436  3.065  -0.171
C  1.373  -3.821  2.714  -0.118
H  -4.050  -6.027  7.370  0.091
H  -2.502  -6.415  8.023  0.090
H  -3.242  -7.577  6.987  0.087
H  -4.310  -5.747  4.889  0.131
H  -3.334  -7.285  4.809  0.123
H  -3.254  -6.083  2.808  0.120
H  -1.659  -6.090  3.459  0.115
H  -1.608  -4.015  4.222  0.094
H  -2.380  -2.584  2.614  0.107
H  -2.838  -4.004  1.628  0.114
H  -0.501  -3.057  1.149  0.091
H  -0.475  -4.762  1.618  0.117
H  1.472  -4.892  2.536  0.100
H  2.088  -3.605  3.509  0.073
H  1.796  -3.191  1.931  0.071

Computed properties:
- Spin multiplicity: 4
- Net charge: +2
- HOMO energy (spin up / spin down): -0.4302 / -0.4302 Eh

This record from the Open Molecules 2025 dataset describes a structure of composition C22H14O2PS5Sn. The level of theory is wB97M-V/def2-TZVPD.

Each line ends with the natural charge from an NBO analysis.
Positions of all 45 atoms, in Å:
Sn  -0.236  -0.121  -1.254  1.046
O  2.090  0.152  1.531  -0.571
C  2.068  0.678  0.442  0.780
O  1.723  0.059  -0.684  -0.890
C  2.479  2.117  0.264  -0.117
C  3.738  2.510  0.699  -0.170
C  4.153  3.822  0.526  -0.168
C  3.306  4.759  -0.057  -0.213
C  2.034  4.385  -0.456  -0.113
C  1.617  3.061  -0.302  -0.399
P  -0.081  2.593  -0.648  0.958
C  -1.048  2.966  0.838  -0.408
C  -2.425  3.181  0.780  -0.207
C  -3.148  3.340  1.954  -0.202
C  -2.507  3.270  3.183  -0.184
C  -1.135  3.055  3.244  -0.212
C  -0.404  2.907  2.076  -0.139
C  -0.699  3.611  -2.001  -0.417
C  -0.587  3.163  -3.313  -0.118
C  -1.021  3.960  -4.364  -0.219
C  -1.570  5.207  -4.107  -0.169
C  -1.680  5.667  -2.800  -0.200
C  -1.245  4.877  -1.750  -0.187
H  4.389  1.783  1.167  0.239
H  5.145  4.117  0.845  0.232
H  3.632  5.782  -0.188  0.231
H  1.362  5.121  -0.881  0.217
H  -2.927  3.241  -0.178  0.228
H  -4.215  3.520  1.910  0.229
H  -3.076  3.388  4.096  0.229
H  -0.635  3.006  4.203  0.232
H  0.665  2.737  2.125  0.225
H  -0.150  2.197  -3.533  0.203
H  -0.930  3.604  -5.381  0.230
H  -1.910  5.826  -4.927  0.231
H  -2.098  6.647  -2.602  0.231
H  -1.321  5.242  -0.734  0.229
S  -4.208  -5.112  2.587  0.234
C  -3.239  -4.040  1.904  -0.606
S  -1.680  -4.435  1.207  0.550
C  -1.176  -2.829  0.808  -0.440
C  -2.157  -1.766  1.147  -0.383
S  -1.942  -0.172  0.870  0.149
S  -3.593  -2.313  1.905  0.562
S  0.256  -2.485  0.159  0.267

Computed properties:
- Relative energy (zero: lowest compared OMol25 entry of this formula, charge and spin): 24.9 kJ/mol
- Net charge: +1
- HOMO energy: -0.4160 Eh

This record from the Open Molecules 2025 dataset describes a structure of composition C5H15BBr4Na2O. The level of theory is wB97M-V/def2-TZVPD.

Each line ends with the natural charge from an NBO analysis.
Positions of all 28 atoms, in Å:
Na  1.824  0.696  -0.193  0.901
Na  0.582  -1.288  -1.800  0.952
B  2.455  -0.930  -1.212  -0.794
H  3.300  -0.384  -0.823  -0.022
H  2.837  -1.821  -1.687  0.000
H  1.709  -1.164  -0.468  -0.068
H  1.908  -0.329  -1.921  -0.054
C  -0.630  -0.134  0.014  -0.331
O  0.455  0.152  -0.885  -1.076
H  -0.463  0.174  1.046  0.141
H  -1.564  0.344  -0.279  0.164
H  -0.878  -1.191  -0.079  0.160
Br  1.599  2.224  -1.913  -0.022
C  -0.270  2.474  -1.135  -0.377
C  -1.348  1.624  -1.965  -0.424
Br  -1.556  2.315  -3.853  -0.045
H  -0.389  3.557  -1.140  0.222
H  -0.245  2.117  -0.105  0.205
H  -2.321  1.781  -1.500  0.218
H  -1.038  0.580  -1.987  0.241
Br  0.631  -3.056  3.574  -0.050
C  0.024  -1.265  2.722  -0.414
C  -1.451  -1.147  2.853  -0.465
Br  -2.310  -2.192  1.446  -0.010
H  0.332  -1.188  1.679  0.243
H  0.565  -0.475  3.243  0.225
H  -1.806  -0.159  2.558  0.228
H  -1.950  -1.315  3.808  0.251

Computed properties:
- Net charge: 0
- HOMO energy: -0.3008 Eh

This record from the Open Molecules 2025 dataset describes a cluster of 6 separate species, C22H33O17 in total. The level of theory is wB97M-V/def2-TZVPD.

Each line ends with the Löwdin charge.
Positions of all 72 atoms, in Å:
C  0.904  -1.333  0.505  -0.043
C  0.221  -0.249  -0.159  -0.776
O  -0.196  -0.445  -1.322  -0.055
O  -0.028  0.783  0.536  -0.075
H  1.703  -1.787  -0.080  0.080
H  0.216  -2.064  0.929  0.062
H  1.434  -0.944  1.375  0.063
C  -3.074  -2.489  -1.097  -0.013
C  -1.906  -3.372  -1.552  -0.330
C  -1.267  -4.104  -0.417  -0.136
O  -1.873  -5.328  -0.503  0.083
C  -2.559  -5.525  -1.606  -0.534
O  -3.055  -6.589  -1.913  0.133
O  -2.466  -4.377  -2.355  0.085
H  -2.565  -1.687  -0.563  0.078
H  -3.937  -2.921  -0.590  0.091
H  -3.565  -2.014  -1.946  0.086
H  -1.203  -2.704  -2.048  0.125
H  -1.472  -3.729  0.586  0.133
H  -0.188  -4.190  -0.543  0.135
C  1.370  3.414  -1.641  -0.028
C  0.119  2.945  -2.358  -0.329
C  -1.248  2.975  -1.596  -0.074
O  -2.207  3.774  -2.330  0.032
C  -1.540  4.169  -3.520  -0.438
O  -2.030  4.681  -4.509  0.124
O  -0.194  3.816  -3.407  0.042
H  1.287  4.363  -1.113  0.080
H  2.171  3.477  -2.378  0.082
H  1.690  2.629  -0.955  0.077
H  0.360  1.968  -2.776  0.126
H  -1.048  3.489  -0.656  0.109
H  -1.590  1.943  -1.517  0.117
C  0.759  -2.748  4.122  -0.007
C  0.248  -1.276  4.106  -0.267
C  -1.248  -1.102  3.866  -0.093
O  -1.609  -0.300  4.953  0.078
C  -0.698  -0.386  5.906  -0.661
O  -0.800  -0.158  7.094  0.134
O  0.415  -0.716  5.416  0.121
H  0.719  -3.285  3.175  0.073
H  0.304  -3.341  4.915  0.086
H  1.799  -2.738  4.450  0.080
H  0.729  -0.637  3.366  0.131
H  -1.746  -2.068  3.944  0.135
H  -1.442  -0.511  2.971  0.134
C  1.129  3.691  1.764  -0.021
C  0.516  4.045  3.158  -0.251
C  -0.418  2.933  3.724  -0.085
O  0.277  2.485  4.841  0.075
C  1.360  3.186  5.086  -0.548
O  1.964  3.140  6.175  0.099
O  1.629  3.990  4.063  0.075
H  1.670  2.747  1.821  0.095
H  1.737  4.552  1.485  0.081
H  0.294  3.659  1.064  0.057
H  0.081  5.043  3.220  0.148
H  -0.516  2.122  3.004  0.120
H  -1.407  3.308  3.986  0.136
C  1.187  -2.426  -3.780  -0.018
C  1.161  -0.995  -4.347  -0.304
C  2.579  -0.292  -4.295  -0.079
O  2.793  0.035  -5.639  0.057
C  1.773  -0.326  -6.433  -0.540
O  1.754  -0.025  -7.585  0.156
O  0.833  -1.006  -5.702  0.081
H  0.252  -2.973  -3.901  0.076
H  1.318  -2.498  -2.700  0.067
H  2.016  -2.971  -4.233  0.085
H  0.425  -0.349  -3.868  0.130
H  3.380  -0.977  -4.013  0.128
H  2.518  0.591  -3.659  0.123

Computed properties:
- Net charge: -1
- HOMO energy: -0.2385 Eh